[1]
{
  "formula": "C30H44N4P2RuSi",
  "method": "ωB97M-V/def2-TZVPD",
  "elements": ["Ru", "C", "C", "C", "C", "C", "C", "C", "C", "C", "H", "H", "H", "H", "H", "H", "H", "H", "H", "H", "H", "H", "H", "H", "H", "P", "P", "N", "N", "N", "N", "C", "C", "C", "C", "C", "C", "C", "C", "C", "C", "C", "C", "C", "C", "C", "C", "C", "C", "H", "H", "H", "H", "H", "H", "H", "H", "H", "H", "H", "H", "H", "H", "H", "H", "H", "H", "H", "H", "C", "Si", "C", "C", "H", "H", "H", "H", "H", "H", "H", "H", "H"],
  "xyz": [[-0.30665, 1.12500, -3.37451], [-1.77430, 1.14083, -5.60171], [-1.09306, -0.05009, -5.76550], [0.19237, -0.11074, -6.55900], [1.08745, 1.05417, -6.26536], [1.00120, 1.55402, -4.81914], [0.19019, 2.70593, -4.43717], [-0.75882, 3.42411, -5.36936], [-1.50314, 2.46643, -6.27113], [1.24672, 1.26005, -1.36625], [-2.86169, 0.97262, -5.60262], [-1.70163, -0.96652, -5.93113], [0.07937, -0.19614, -7.65209], [0.66932, -1.07210, -6.35959], [2.13449, 0.73436, -6.43471], [0.87415, 1.89390, -6.92917], [2.05140, 1.62503, -4.48721], [0.75311, 3.43558, -3.81324], [-0.18443, 4.15791, -5.96150], [-1.44406, 4.00078, -4.72580], [-2.47173, 2.91966, -6.46195], [-1.01702, 2.44987, -7.26046], [0.79960, 2.24554, -1.72710], [2.30229, 1.53952, -1.22767], [0.82306, 1.04151, -0.37481], [1.47370, -0.42024, -2.42863], [-1.84622, -0.57589, -2.66107], [3.14219, 0.00074, -3.04214], [2.12536, -1.67007, -1.12988], [-3.28667, 0.58535, -3.38152], [-3.00515, -1.84637, -1.81235], [0.75410, -1.75246, -3.58472], [-0.79853, -1.94208, -3.54472], [3.52745, 1.35002, -3.16010], [4.80468, 1.41396, -3.71652], [5.29549, 0.06718, -3.77911], [4.25755, -0.78477, -3.35447], [3.30079, -1.32883, -0.45252], [3.97856, -2.47820, -0.06357], [3.17711, -3.59616, -0.47438], [2.04028, -3.07581, -1.10117], [-3.11182, 1.95497, -3.26625], [-4.33492, 2.60005, -3.48594], [-5.28456, 1.61191, -3.78586], [-4.62016, 0.37451, -3.74103], [-4.37037, -1.92031, -1.60779], [-4.62883, -3.07241, -0.86362], [-3.37930, -3.70786, -0.56628], [-2.39000, -2.89570, -1.12169], [1.20012, -2.73596, -3.36924], [1.13294, -1.51720, -4.59602], [-1.14667, -2.03234, -4.58908], [-1.07999, -2.89411, -3.05212], [2.92010, 2.18246, -2.86755], [5.28270, 2.34920, -3.94030], [6.29976, -0.20081, -4.02474], [4.24466, -1.84676, -3.20333], [3.54496, -0.29189, -0.30016], [4.97411, -2.50412, 0.37090], [3.44106, -4.64605, -0.36558], [1.18227, -3.60304, -1.52744], [-2.12209, 2.41707, -3.22133], [-4.48413, 3.66901, -3.45314], [-6.37763, 1.77231, -3.93868], [-4.98017, -0.64067, -3.91718], [-5.05013, -1.18048, -2.00341], [-5.60310, -3.43754, -0.62360], [-3.19309, -4.65137, -0.07125], [-1.30694, -2.96039, -1.11936], [-1.27665, 2.71194, -0.10785], [-1.69906, 0.93348, -0.79448], [-1.07034, -0.29561, 0.52133], [-3.55528, 1.14407, -0.38911], [-0.58902, 2.68114, 0.75488], [-2.20860, 3.21362, 0.22138], [-0.79925, 3.37176, -0.84213], [-1.13825, 0.17740, 1.51506], [-1.66426, -1.21756, 0.51939], [-0.03535, -0.60974, 0.37089], [-3.60597, 1.54303, 0.64016], [-4.01884, 1.89211, -1.04707], [-4.15475, 0.22852, -0.44654]],
  "forces_ev_per_angstrom": [[-1.971, -3.465, 1.900], [-1.023, -2.104, -2.730], [-1.106, 1.386, -2.890], [-0.017, -0.807, 0.320], [0.701, -0.045, 0.464], [2.548, 2.108, -1.653], [2.299, 1.837, -1.327], [0.400, 0.486, 0.678], [0.047, 0.803, 0.081], [1.334, -0.018, 1.517], [0.545, 0.117, 0.886], [0.188, 0.731, 0.942], [-0.815, 0.203, 0.259], [0.315, 0.010, 0.198], [-0.480, 0.368, -0.028], [0.211, -0.172, 0.004], [-1.073, -0.026, 0.039], [-0.341, -0.445, -0.056], [-0.190, -0.167, 0.250], [0.055, -0.038, -0.420], [-0.209, -0.115, -0.074], [-0.102, -0.659, 0.462], [0.272, -1.456, -0.141], [-0.327, -0.196, 0.326], [0.302, 0.032, -0.468], [2.803, 0.404, 0.212], [-0.995, 2.650, -1.812], [-1.592, 0.684, 0.876], [-0.557, 1.458, -0.544], [0.150, -1.736, 0.797], [0.178, 0.555, -0.388], [-0.308, -0.559, 0.016], [-0.195, -1.090, 0.311], [1.696, -0.381, -1.136], [-1.609, -0.874, 1.353], [-1.974, -0.365, 0.588], [0.850, 1.268, -0.747], [0.253, -0.941, 0.299], [-0.859, 0.841, -0.651], [-0.904, 0.980, -0.611], [0.654, -0.463, -0.038], [-0.772, 0.288, -0.199], [1.511, -0.346, 0.026], [-0.503, -1.327, 0.036], [-0.090, 0.350, 0.419], [1.989, 0.362, -0.433], [1.843, -2.210, 1.086], [-2.242, 0.556, -0.179], [-0.789, 1.144, -0.998], [-0.060, 0.397, 0.187], [-0.374, 0.393, 0.611], [-0.118, 0.144, 0.870], [0.455, 0.364, -0.430], [-0.127, -0.031, -0.174], [0.342, -0.046, -0.027], [0.205, -0.363, -0.193], [-0.038, -0.189, -0.056], [0.228, 0.013, -0.109], [-0.419, 0.006, 0.088], [-0.309, 0.334, 0.052], [0.502, 0.209, 0.185], [-0.293, 0.037, 0.339], [0.004, -0.070, -0.045], [1.239, -0.269, -0.073], [0.045, 0.566, -0.087], [0.083, -0.038, 0.085], [-0.349, -0.124, 0.216], [-0.203, 0.189, 0.119], [-0.263, -0.177, 0.273], [0.698, 0.435, -0.878], [-1.662, 0.198, 3.366], [0.234, 0.000, -0.402], [-0.188, -0.367, -0.326], [-0.220, -0.341, -0.355], [0.435, -0.530, -0.369], [-0.123, 0.073, 0.147], [-0.067, -0.178, -0.355], [-0.063, 0.264, 0.211], [0.031, -0.056, 0.150], [0.118, -0.387, -0.321], [0.137, -0.279, 0.296], [0.022, 0.209, 0.181]],
  "spin_multiplicity": 5,
  "e_homo_ev": [-12.137, -12.941],
  "charge": 2,
  "s_squared": 6.031,
  "relative_energy_kcal_mol": 165.3,
  "e_tot_ha": -2454.6450
}



[2]
{
  "formula": "C30H44N5O8Sr",
  "method": "ωB97M-V/def2-TZVPD",
  "elements": ["Sr", "C", "C", "O", "C", "C", "O", "C", "C", "O", "C", "C", "O", "H", "H", "H", "H", "H", "H", "H", "H", "H", "H", "H", "H", "H", "H", "H", "H", "C", "N", "C", "C", "O", "C", "O", "C", "C", "O", "N", "C", "C", "H", "H", "H", "H", "H", "H", "H", "H", "H", "H", "H", "H", "H", "H", "H", "H", "C", "C", "N", "N", "C", "O", "C", "C", "C", "C", "C", "C", "C", "C", "C", "C", "C", "N", "H", "H", "H", "H", "H", "H", "H", "H", "H", "H", "H", "H"],
  "xyz": [[-0.19241, -0.29978, -0.20388], [0.86008, 0.50070, -3.48618], [-0.57505, 0.94569, -3.67988], [-1.16429, 1.00579, -2.39271], [-2.57793, 0.90760, -2.34927], [-3.03190, -0.51703, -2.61030], [-2.26425, -1.35863, -1.76881], [-2.38802, -2.73672, -2.03680], [-1.38726, -3.44814, -1.14857], [-0.09110, -2.85303, -1.19474], [0.63948, -3.02605, -2.40874], [0.50391, -1.85943, -3.36578], [0.94590, -0.68943, -2.70361], [1.40224, 1.26033, -2.92411], [1.34658, 0.35603, -4.45640], [-1.12418, 0.25691, -4.32900], [-0.58986, 1.93430, -4.15079], [-3.04766, 1.59545, -3.05891], [-2.85309, 1.20629, -1.33682], [-2.87858, -0.80997, -3.65686], [-4.10108, -0.61171, -2.39133], [-2.19981, -2.93465, -3.09992], [-3.39697, -3.09902, -1.80733], [-1.33032, -4.50715, -1.41899], [-1.70170, -3.36250, -0.10771], [0.32891, -3.94909, -2.90806], [1.68683, -3.12511, -2.12193], [-0.52891, -1.74586, -3.70498], [1.13003, -2.05690, -4.24508], [2.25386, -3.24426, 4.01340], [1.83525, -1.97567, 3.44519], [2.84941, -0.92983, 3.42825], [0.65670, -1.77057, 2.84685], [0.35899, -0.70842, 2.29973], [-0.37649, -2.90607, 2.83147], [-1.55562, -2.47961, 2.19942], [-2.31622, -1.57116, 2.97376], [-2.67159, -0.34064, 2.14794], [-2.41084, -0.29524, 0.94601], [-3.28190, 0.66902, 2.78068], [-3.82309, 0.56632, 4.12602], [-3.58307, 1.87236, 2.01308], [2.63360, -3.08611, 5.02326], [3.05296, -3.68065, 3.40920], [1.43276, -3.95175, 4.06660], [3.17542, -0.72199, 4.44794], [2.43045, -0.03239, 2.98493], [3.70902, -1.25965, 2.84060], [-0.57646, -3.26772, 3.84561], [0.00750, -3.74584, 2.24819], [-1.75450, -1.24500, 3.85159], [-3.22963, -2.06788, 3.31667], [-3.22648, -0.09743, 4.74642], [-4.85586, 0.20929, 4.11840], [-3.80343, 1.55102, 4.58771], [-2.78271, 2.03969, 1.29651], [-3.63305, 2.71592, 2.69875], [-4.53806, 1.78207, 1.48939], [4.14649, 2.02838, -0.71517], [3.05511, 1.05120, -0.39878], [1.80857, 1.35262, -0.35085], [1.43945, 2.62775, -0.66412], [0.16614, 2.85684, -0.34085], [-0.60989, 2.07201, 0.27343], [-0.36105, 4.18888, -0.78362], [-1.68860, 4.51157, -0.52189], [-2.21789, 5.72269, -0.94177], [-1.41946, 6.62536, -1.62956], [-0.09255, 6.31145, -1.89319], [0.43502, 5.10051, -1.47336], [3.40357, -0.36053, -0.10019], [4.73978, -0.74280, 0.04015], [5.04894, -2.05799, 0.33664], [4.01945, -2.97383, 0.48795], [2.72246, -2.51392, 0.32740], [2.40925, -1.25431, 0.04018], [3.70300, 2.97306, -1.01238], [4.78711, 1.65920, -1.51879], [4.78067, 2.20515, 0.15720], [-2.29617, 3.79912, 0.01763], [-3.25167, 5.96498, -0.73034], [-1.82855, 7.57259, -1.95659], [0.53368, 7.01567, -2.42555], [1.46736, 4.84904, -1.67029], [5.52670, -0.01313, -0.07853], [6.08135, -2.36389, 0.44633], [4.21179, -4.01495, 0.70786], [1.88343, -3.19936, 0.41499]],
  "forces_ev_per_angstrom": [[0.039, -0.030, -0.072], [0.013, -0.016, 0.008], [-0.017, 0.012, 0.002], [0.045, 0.024, 0.001], [0.013, 0.010, 0.016], [-0.007, -0.015, 0.008], [0.012, 0.019, -0.021], [-0.009, 0.011, 0.003], [0.011, 0.022, 0.013], [-0.017, -0.021, -0.008], [-0.007, -0.019, 0.013], [0.012, 0.017, -0.001], [-0.022, -0.017, 0.040], [-0.002, 0.005, 0.004], [-0.002, 0.005, -0.002], [0.008, -0.003, 0.001], [0.001, -0.004, -0.004], [-0.003, -0.003, -0.001], [-0.005, -0.001, 0.000], [-0.004, 0.006, -0.002], [0.000, -0.002, 0.000], [0.000, -0.003, -0.001], [0.002, -0.004, 0.005], [-0.003, -0.001, -0.004], [-0.004, 0.001, -0.009], [-0.002, -0.001, -0.001], [0.006, 0.009, 0.000], [-0.002, -0.007, 0.002], [0.000, 0.000, -0.003], [-0.003, 0.007, 0.005], [-0.008, -0.007, 0.009], [-0.001, -0.005, -0.009], [-0.012, 0.011, -0.040], [0.015, -0.010, 0.000], [-0.016, 0.026, -0.036], [-0.008, -0.023, 0.051], [0.092, -0.028, -0.050], [-0.130, 0.044, -0.017], [-0.058, -0.104, 0.116], [0.042, -0.025, -0.002], [0.028, 0.015, 0.008], [-0.018, 0.005, 0.003], [0.001, -0.002, 0.001], [0.004, 0.004, 0.001], [0.005, -0.003, 0.001], [0.002, 0.002, 0.002], [0.004, 0.002, 0.001], [0.001, 0.001, 0.002], [0.011, 0.003, 0.005], [0.002, -0.001, 0.007], [-0.006, -0.026, 0.020], [-0.010, 0.018, -0.008], [-0.020, 0.000, -0.001], [-0.003, 0.004, -0.003], [0.004, 0.001, 0.004], [0.009, 0.007, -0.020], [-0.008, -0.003, -0.002], [0.003, -0.003, 0.000], [0.006, 0.015, -0.004], [0.020, -0.037, -0.012], [-0.030, 0.031, 0.007], [0.021, -0.057, 0.016], [-0.023, 0.069, -0.028], [0.020, 0.068, -0.045], [0.000, -0.029, 0.019], [0.010, 0.009, -0.017], [0.005, -0.013, 0.002], [-0.002, 0.006, -0.003], [-0.001, -0.001, 0.001], [0.007, 0.016, 0.000], [0.011, 0.042, 0.002], [-0.001, -0.032, 0.004], [0.024, 0.015, -0.004], [-0.011, 0.002, -0.003], [-0.003, -0.011, 0.001], [-0.008, 0.013, 0.025], [0.001, 0.001, 0.001], [-0.005, -0.005, -0.001], [-0.001, 0.000, 0.002], [-0.015, -0.011, 0.008], [0.000, 0.001, 0.000], [0.002, 0.000, -0.001], [0.000, 0.001, 0.000], [-0.002, -0.002, 0.000], [0.000, 0.001, -0.002], [0.000, 0.001, -0.001], [-0.004, -0.002, -0.001], [-0.002, 0.004, -0.003]],
  "e_homo_ev": -9.581,
  "charge": 1,
  "relative_energy_kcal_mol": 0.5,
  "e_tot_ha": -2075.9226
}